Entry 1:
{
  "formula": "C2H10NS2",
  "method": "ωB97M-V/def2-TZVPD",
  "homo_energy_ha": -0.439,
  "total_charge": 1,
  "homo_lumo_gap_ev": 8.3,
  "energy_ev": -25389.7275,
  "symbols": ["C", "N", "H", "H", "H", "H", "H", "H", "C", "S", "S", "H", "H", "H", "H"],
  "positions_angstrom": [[-1.6720, 0.9174, 2.3867], [-2.1776, 0.2002, 1.1699], [-2.0757, 0.4334, 3.2670], [-1.9518, 1.9656, 2.3267], [-0.5949, 0.8621, 2.3746], [-2.3650, -0.7776, 1.3943], [-3.1219, 0.5167, 0.9182], [-1.6130, 0.3006, 0.3243], [2.4733, 0.4420, -0.9839], [0.8523, 0.3701, -0.1814], [-0.0419, -1.3307, -1.0548], [2.3861, 0.2686, -2.0601], [2.8394, 1.4414, -0.7855], [3.1313, -0.3039, -0.5458], [0.9889, -1.7481, -1.7977]],
  "atomic_forces_ev_per_a": [[0.28, 0.35, -0.26], [-1.55, -0.09, 0.24], [-0.09, 0.06, 0.04], [-0.16, -0.09, 0.04], [0.27, -0.18, 0.08], [0.69, -0.28, -0.27], [0.22, 0.35, 0.01], [0.31, -0.05, 0.11], [-0.17, -0.36, -0.16], [0.06, -0.17, -0.14], [-0.02, 0.01, 0.07], [-0.08, 0.23, 0.19], [0.15, 0.14, -0.04], [0.02, 0.05, 0.05], [0.08, 0.02, 0.03]]
}


Entry 2:
{
  "formula": "C25H27N6O5SW",
  "method": "ωB97M-V/def2-TZVPD",
  "homo_energy_ha": -0.400,
  "total_charge": 1,
  "homo_lumo_gap_ev": 7.4,
  "energy_ev": -58197.9618,
  "symbols": ["W", "N", "C", "C", "O", "N", "C", "C", "O", "O", "H", "H", "H", "H", "H", "H", "C", "O", "C", "C", "C", "C", "C", "C", "N", "N", "C", "C", "O", "C", "C", "C", "C", "C", "C", "C", "C", "H", "H", "H", "H", "H", "H", "H", "H", "H", "H", "H", "H", "H", "C", "N", "C", "C", "N", "C", "S", "H", "H", "H", "H", "H", "H", "H", "H"],
  "positions_angstrom": [[-0.6165, 0.2851, 0.6056], [1.5577, 0.3501, 1.0410], [2.2798, 1.5276, 0.5007], [1.2814, 2.6803, 0.4217], [1.6323, 3.8306, 0.2864], [-0.0057, 2.2497, 0.5332], [-1.0536, 3.2429, 0.6241], [-2.2399, 2.5844, 1.2978], [-3.2493, 3.1271, 1.6324], [-2.0737, 1.2491, 1.4893], [1.6726, 0.3485, 2.0566], [1.9558, -0.5344, 0.7298], [2.6611, 1.3043, -0.4909], [3.1127, 1.7948, 1.1476], [-1.3749, 3.6069, -0.3577], [-0.7203, 4.1124, 1.1929], [1.0381, -1.0860, -1.9396], [0.6749, 0.1991, -1.3525], [0.0630, 1.0437, -2.2970], [0.7832, 1.6669, -3.2910], [0.1084, 2.5596, -4.1161], [-1.2394, 2.8166, -3.9170], [-1.9427, 2.1811, -2.9026], [-1.2929, 1.2625, -2.0915], [-1.9272, 0.6830, -0.9597], [-1.6278, -0.7041, -0.8246], [-2.2610, -1.2877, 0.3013], [-1.3063, -1.8854, 1.1557], [-0.0294, -1.6734, 0.8430], [-1.7176, -2.5678, 2.3377], [-3.0397, -2.6242, 2.6283], [-4.0334, -1.9795, 1.8138], [-5.3944, -2.0290, 2.1603], [-6.3350, -1.4093, 1.3743], [-5.9471, -0.7304, 0.2110], [-4.6250, -0.6719, -0.1564], [-3.6521, -1.2888, 0.6452], [1.8223, -0.9032, -2.6708], [0.1600, -1.5318, -2.3983], [1.3928, -1.7213, -1.1334], [1.8436, 1.4845, -3.4055], [0.6470, 3.0719, -4.9008], [-1.7486, 3.5285, -4.5515], [-2.9905, 2.3893, -2.7308], [-0.9563, -3.0325, 2.9487], [-3.3778, -3.1631, 3.5054], [-5.6909, -2.5678, 3.0520], [-7.3811, -1.4489, 1.6459], [-6.6972, -0.2501, -0.4021], [-4.3234, -0.1438, -1.0485], [-3.3268, 0.4374, 4.0586], [-2.3458, -0.2230, 4.8974], [-2.7345, -0.7449, 6.2107], [-1.3989, -1.1810, 6.8410], [-0.4663, -0.9435, 5.7443], [-1.0458, -0.3314, 4.7016], [-0.0643, 0.2269, 3.4151], [-3.5999, 1.4020, 4.4900], [-4.2158, -0.1898, 3.9968], [-2.9227, 0.5882, 3.0616], [-3.4368, -1.5710, 6.0870], [-3.2292, 0.0417, 6.7817], [-1.4012, -2.2319, 7.1259], [-1.1389, -0.5817, 7.7133], [0.5336, -1.0153, 5.8078]],
  "atomic_forces_ev_per_a": [[-0.05, 0.36, 0.35], [0.24, -0.07, 0.07], [-0.25, 0.10, 0.04], [0.01, -0.06, -0.01], [0.03, 0.00, 0.00], [0.17, -0.12, -0.03], [-0.06, 0.02, -0.01], [-0.18, -0.06, -0.02], [0.11, 0.07, 0.03], [0.19, 0.07, -0.28], [0.01, -0.13, -0.07], [0.01, 0.09, -0.01], [0.01, 0.03, -0.01], [-0.03, 0.08, -0.01], [0.00, -0.02, 0.02], [-0.04, -0.03, 0.02], [0.06, 0.09, 0.07], [-0.03, -0.08, -0.11], [-0.13, 0.03, 0.05], [-0.06, -0.04, 0.02], [0.04, 0.00, -0.01], [-0.03, 0.01, -0.03], [-0.06, -0.18, 0.06], [0.25, 0.05, -0.23], [0.13, -0.01, 0.01], [-0.04, 0.15, 0.07], [-0.13, 0.10, -0.04], [-0.05, -0.21, 0.07], [0.09, -0.08, -0.06], [-0.22, -0.05, 0.02], [0.15, 0.02, -0.09], [0.04, -0.08, -0.03], [-0.04, 0.02, -0.05], [0.02, -0.03, 0.04], [0.02, 0.01, -0.01], [-0.04, 0.00, 0.04], [-0.07, 0.01, -0.03], [-0.01, -0.04, -0.01], [0.01, -0.01, 0.01], [0.00, -0.01, -0.02], [0.01, 0.00, -0.01], [0.01, 0.00, 0.00], [0.00, 0.00, -0.01], [-0.01, 0.00, 0.02], [-0.01, -0.01, 0.02], [-0.01, -0.01, 0.02], [-0.01, -0.01, 0.01], [0.00, -0.01, 0.01], [0.00, 0.01, 0.00], [0.01, 0.00, -0.01], [0.03, 0.00, 0.03], [-0.09, 0.02, 0.07], [0.00, 0.04, 0.01], [-0.01, -0.03, 0.03], [-0.03, 0.01, -0.04], [0.11, -0.05, -0.12], [0.06, 0.04, -0.09], [0.00, 0.01, -0.01], [-0.01, 0.02, 0.01], [-0.12, -0.02, 0.22], [0.02, -0.01, 0.00], [-0.01, -0.03, 0.00], [0.00, 0.02, 0.01], [-0.01, 0.00, -0.01], [0.00, -0.03, 0.02]]
}


Entry 3:
{
  "formula": "C4H4O3",
  "method": "ωB97M-V/def2-TZVPD",
  "homo_energy_ha": -0.388,
  "homo_lumo_gap_ev": 11.4,
  "energy_ev": -10352.7830,
  "smiles": "O=C1OC[C@@]12CO2",
  "symbols": ["O", "C", "O", "C", "C", "C", "O", "H", "H", "H", "H"],
  "positions_angstrom": [[-2.0976, -0.5889, 1.0322], [-0.9511, -0.6441, 0.7228], [-0.2593, -1.6948, 0.1540], [0.9758, -0.9362, 0.0117], [0.1817, 0.2904, 0.3737], [-0.2896, 1.2975, -0.5695], [0.5537, 1.6138, 0.5400], [1.3890, -0.9454, -0.9981], [1.7113, -1.2936, 0.7363], [-1.3127, 1.6380, -0.4223], [0.0988, 1.2632, -1.5809]],
  "atomic_forces_ev_per_a": [[0.70, -0.23, 0.18], [-0.71, 0.04, 0.24], [-0.10, -0.27, 0.20], [0.23, 0.04, -0.12], [-0.10, -0.18, -0.30], [-0.12, 0.19, -0.38], [-0.09, -0.04, 0.33], [-0.19, -0.25, 0.04], [-0.08, 0.24, -0.05], [0.14, -0.03, -0.24], [0.32, 0.49, 0.10]]
}